[1]
ORCA calculation (ωB97M-V with the def2-TZVPD basis set) on an isolated molecule of C20H16F4N4O3S in a non-equilibrium geometry.

Geometry as XYZ:
```
48
Properties=species:S:1:pos:R:3:forces:R:3:nbo_charge:R:1
H -4.9704 2.0360 -3.0834 0.4913 -0.2204 -0.6327 0.234
C -2.5043 1.9115 1.0462 0.1736 0.8885 -0.5312 -0.189
H -1.3510 1.2141 -2.0468 0.1137 -0.1927 0.4533 0.243
C -1.5098 1.0977 -0.9664 0.7914 0.0263 -0.6157 -0.221
H 6.9694 -1.3368 1.7101 -0.1092 -0.0329 0.1936 0.228
C -0.5071 -1.0659 1.9595 0.5412 -1.0689 0.1422 -0.092
C -0.3954 -3.3963 2.6774 0.0173 1.7057 -0.6601 -0.199
C 5.9760 -1.1467 1.3248 0.4799 0.1092 0.1054 -0.339
C 0.5877 -0.7823 2.7779 0.3285 0.0561 0.8077 -0.174
H 1.1381 -3.8330 4.1444 -0.2702 0.3494 -0.4754 0.218
F -4.5749 0.3048 -5.0247 1.6359 0.5769 -0.0923 -0.314
F -2.3979 1.0813 -5.0542 -1.8212 -0.4308 -0.1303 -0.316
O -4.5372 3.4862 -0.9026 1.5990 -1.1347 0.3141 -0.930
H -3.2366 3.7722 -3.4715 0.1747 0.2515 0.4048 0.419
H -0.7543 -4.3913 2.5731 -0.1754 -0.6832 0.1505 0.218
C 1.1431 -1.7715 3.5892 1.1015 0.1096 0.1676 -0.215
H 6.4419 -1.7876 -0.7104 0.1076 0.0789 0.2562 0.227
C -0.9962 -2.3884 1.8957 1.0326 0.0023 1.0210 -0.181
N -0.0089 -0.8090 -0.9827 0.8624 0.4707 1.3739 -0.651
C -1.0938 0.0014 1.1335 1.3015 -0.8824 -0.4987 -0.092
H 4.2095 -1.2964 -1.5633 -0.1508 0.0865 0.3323 0.258
H -0.2424 -0.9991 -1.9449 -0.4129 0.0829 0.0127 0.422
H -1.9603 0.9547 2.8479 0.0387 -0.2506 -0.0571 0.229
C -3.7160 1.3392 -4.7902 -0.4477 1.6134 1.8764 0.979
C 4.9805 -0.5962 2.1414 -0.2111 -0.7409 -2.8625 0.600
H -3.6484 0.9559 -2.6928 0.0681 -0.1135 0.1195 0.217
C -1.8353 0.9582 1.7723 -0.9490 0.6574 -0.0313 -0.128
N -3.0473 2.9543 -2.8996 0.4318 -1.1165 0.4101 -0.853
S -3.1124 3.3904 -1.2335 -1.6385 3.2886 -1.0453 2.218
H -1.8332 -2.6500 1.2801 -0.2738 0.0974 -0.3531 0.217
C -0.8335 0.0837 -0.2407 -1.1789 0.8693 -0.8543 0.221
O -2.4242 4.6984 -1.1160 -0.3506 -3.1751 -0.2319 -0.894
O 1.9052 -1.3451 -1.9784 -0.0443 0.5345 1.4680 -0.643
C 4.4345 -1.1054 -0.5179 -0.6594 -0.1094 -0.0005 -0.280
N 3.7751 -0.3193 1.6462 0.2232 -0.1979 1.3203 -0.508
C -2.3086 2.0251 -0.3307 -0.3548 -0.1421 -0.1102 -0.298
C -3.9052 1.8126 -3.3109 -0.1369 -0.2334 0.6410 -0.320
H 2.0429 -1.5878 4.2398 -1.1570 0.1049 -0.8026 0.230
H 1.0749 0.2012 2.8444 -0.5821 -0.2259 -0.2295 0.220
C 0.6748 -3.0644 3.5043 -0.1214 -1.0077 0.6585 -0.210
N 2.1334 -0.3263 0.0747 -1.6578 -0.0847 -0.3196 -0.620
C 5.7091 -1.3828 -0.0223 -1.1837 0.4675 0.5175 -0.145
C 1.4023 -0.8429 -0.9647 0.3812 -0.9666 -2.3746 0.799
F -4.1150 2.3692 -5.5602 0.3778 -0.3956 -0.6350 -0.327
F 5.2867 -0.3882 3.4219 -0.7582 0.3507 -0.1243 -0.305
H -3.1083 2.6194 1.5536 -0.5578 0.5916 0.3426 0.239
H 1.5997 -0.0329 0.8754 0.0764 0.1074 0.1926 0.426
C 3.4431 -0.6215 0.3751 2.8535 -0.0713 0.3863 0.385
```
Forces are in eV/Å.

## Properties
SMILES string: O=C(Nc1cccc(F)n1)Nc1cc(S(=O)(=O)NCC(F)(F)F)ccc1-c1ccccc1
HOMO in eV: -9.07
Calculated total energy in eV: -54808.0053
E_LUMO in eV: 0.02
Max |F| in eV/A: 3.82
Multiplicity: 1

=====

[2]
ORCA calculation (ωB97M-V with the def2-TZVPD basis set) on a structure of composition C15H17IN2Sn in a non-equilibrium geometry.

Geometry as XYZ:
```
36
Properties=species:S:1:pos:R:3:forces:R:3:nbo_charge:R:1
H 1.4514 0.7953 -3.5764 -0.7431 -0.4022 0.0276 0.257
H 0.2797 4.6335 0.8561 -0.0298 -0.1185 0.1867 0.225
H -0.1025 3.7667 3.2182 0.0260 -0.0523 -0.1736 0.219
C -0.0114 -2.5389 3.1759 0.0515 -0.0596 -0.3678 -0.129
H -0.3786 -0.6468 5.0789 0.0295 0.2005 -0.1955 0.217
C 0.1626 -0.6213 1.6782 -0.0826 -0.4781 0.6409 0.250
I -1.8238 -2.5690 -2.1347 -0.7144 -0.8671 0.1157 -0.540
C 0.0060 1.7047 2.6035 0.1769 -0.5508 -1.0827 -0.090
H -1.1891 1.8011 -2.2938 -0.3001 -0.0143 0.0187 0.192
C -0.2065 1.1350 3.8904 -0.0957 -1.1481 0.6901 -0.179
H 0.4767 -3.3799 -0.0708 -0.0428 0.1424 0.1194 0.217
Sn 0.1289 -0.5806 -2.0302 -0.4298 0.3122 4.6105 0.918
C 0.2501 3.5741 1.0906 -0.0248 -0.3478 0.1569 -0.249
H -0.1544 -2.9432 4.1795 0.0285 0.0302 -0.2900 0.217
C 0.1890 -3.3614 2.0766 0.0050 0.4342 0.4380 -0.250
H -0.3537 1.8125 4.7288 0.0093 -0.1594 -0.0730 0.215
C 0.4260 2.6471 0.0485 -0.0749 -0.8499 0.4914 0.057
H -2.3138 0.4468 -2.7617 0.0133 0.2758 0.1071 0.222
C 0.1955 0.8342 1.4773 -0.0908 0.5203 0.4283 0.157
C 0.0403 3.0941 2.3747 0.0744 -0.0164 -0.4250 -0.144
C -1.5729 0.8046 -2.0406 0.0946 0.1241 -0.0215 -1.163
H 1.0317 0.4673 -5.1925 -0.1270 0.0159 -0.0934 0.249
C -0.0266 -1.1383 3.0035 0.1838 0.2246 -1.0465 -0.114
N 0.4060 1.3247 0.2418 -0.0319 0.6250 -0.0894 -0.410
H 1.2241 -1.6283 -5.1381 -0.1940 0.0216 -0.1843 0.237
H -0.1474 -1.9812 -4.1647 0.5811 0.4186 0.5220 0.282
H 1.6104 -1.8571 -3.5016 -0.8887 0.4021 -0.1539 0.265
C 0.6904 0.2554 -4.1730 1.1931 -1.2343 -2.6687 -0.747
H -0.3312 0.6628 -4.1744 0.4618 -0.2024 0.4826 0.265
C 0.8106 -1.4325 -4.1392 1.2601 1.0226 -3.0070 -0.753
N 0.3137 -1.4493 0.6243 -0.0677 -0.2309 0.4565 -0.438
H 0.2161 -4.4420 2.1535 -0.0227 0.1104 0.1126 0.227
C 0.3504 -2.7668 0.8202 -0.1737 0.8188 -0.0284 0.074
H -2.0019 0.8185 -1.0321 -0.0261 0.0107 -0.2540 0.228
C -0.2211 -0.2263 4.0848 -0.0154 1.1379 0.2147 -0.181
H 0.5756 2.9846 -0.9815 -0.0130 -0.1159 0.3352 0.197
```
Forces are in eV/Å.

## Properties
HOMO in eV: -6.59
Calculated total energy in eV: -32741.7721
E_LUMO in eV: -0.16
Max |F| in eV/A: 4.64
Multiplicity: 1